Record 1
6 unconnected molecules or ions with the total composition C47H72Br2F3N2O14, computed with ωB97M-V/def2-TZVPD.

```
! RIJCOSX wB97M-V def2-TZVPD def2/J DEFGRID3
* xyz 1 1
C -0.0367 -8.8416 1.7215
C 1.7181 -1.4432 1.0405
O -1.9331 -7.0610 -0.7936
H -0.1666 3.6610 5.7204
H 0.4968 0.7483 6.3389
H 10.3454 -1.8731 -2.0230
H -2.9839 9.1849 -0.3080
H -2.2802 1.4716 5.7210
C -0.9779 1.5485 4.0372
H 1.7563 -0.8093 1.9774
H 11.9172 -1.6775 -2.8032
C 6.3228 0.5092 -1.6243
H -3.3407 -5.5774 -2.7904
H -4.9424 -4.4241 0.5724
C 6.3089 2.8530 0.2670
F 0.2587 1.0858 -5.8644
C -11.8483 -0.8844 -1.1232
C 0.5702 1.6422 5.7151
H -0.0714 -7.8371 -0.2091
C -1.6677 2.2120 5.2030
H 0.8859 1.0858 1.8233
C 11.6744 -0.4043 -1.0895
H 11.7491 0.4501 -1.7620
C 5.2764 0.8422 -3.9134
O -2.5233 6.5822 1.6538
O 0.7962 -6.6910 1.2719
H -4.0889 2.6344 -1.6134
H -0.6962 -2.9842 -0.5699
C -2.8873 2.2419 0.2201
N 3.9642 2.2626 0.8168
O 2.7802 -1.2865 -2.8615
H -11.7675 -1.9098 -1.5884
H -11.8088 -0.9550 -0.0056
C 2.6975 0.3968 -0.0280
H -0.6363 -9.6577 1.3195
H -5.2633 1.6627 1.0456
O 0.3141 1.2695 4.3490
O 14.0969 -2.3909 0.3081
C -3.7904 -4.1106 -1.2447
C 5.0681 1.9384 0.0722
C 0.5256 -2.4343 1.1774
C 1.5548 1.9595 1.6788
H 2.7181 -1.9329 0.9669
C -4.1067 7.3348 0.0813
C 6.4632 0.5088 -2.9713
C -2.1281 7.9014 1.2439
H 1.4155 3.9836 0.6607
H 6.8977 2.4174 1.1217
H -5.5210 0.9891 -1.8436
C 0.7544 3.1833 1.0762
H 6.0036 3.8806 0.5717
C -5.5231 2.1253 0.0553
C 11.4054 -1.6954 -1.8376
O -0.1429 -5.5650 2.9898
C -2.8801 -5.1317 -1.9066
H -12.8164 -0.4401 -1.4555
C 3.8117 0.0200 -0.8770
H -0.8854 -8.1071 3.5804
H -4.2386 3.8944 -0.2737
H -5.4900 -5.4023 -0.8036
H -7.6967 2.2144 -2.0538
F 2.2880 1.7477 -5.4063
C 1.1781 1.1340 -4.8684
H 12.4533 -3.5695 -1.5047
H -6.0934 0.0628 -0.4110
H 4.5748 -0.0309 -3.9441
H 11.3679 -3.0868 -0.1630
H -0.7128 2.7287 7.1157
H -3.1470 1.8065 1.2131
O 1.4730 -0.1129 -4.4260
F 0.6560 1.9607 -3.9104
H 1.5403 -8.3731 0.3045
H -9.5180 0.0903 -0.0090
C -3.6833 6.2410 1.0318
H 0.6904 0.0794 0.1331
C -2.8227 8.1309 -0.0834
H 10.9108 -0.1948 -0.3343
C -0.3397 2.7832 0.0158
H 0.8110 -3.1552 1.9943
H -1.9086 -4.7078 -2.1535
H -2.0908 4.1703 -0.3987
H -1.8370 -7.6895 2.1194
H -9.4926 -1.5397 -0.9383
H -1.0432 7.9455 1.1523
C 2.7896 1.5632 0.8214
H -2.2266 7.7020 -0.8930
O -3.7411 -6.0421 0.0846
C -0.4918 2.6708 6.0507
O -4.2826 5.2263 1.2525
H 0.7463 -9.2767 2.3486
H -0.4098 -1.9379 1.5552
H 4.0124 3.0794 1.4333
Br 8.1831 0.0906 -3.7812
O 12.9285 -0.6053 -0.4262
H 1.5773 2.0498 5.8009
H -4.8961 7.9257 0.5497
H -6.2591 2.9603 0.2125
C -0.8351 -7.8345 2.5280
H 4.7683 1.8084 -3.6938
H -4.4491 6.9195 -0.8645
C -2.7546 -6.1866 -0.8337
C 0.5866 -7.9731 0.6493
H -2.4472 8.6135 2.0091
H -2.5318 1.3818 -0.4142
H -7.5411 -0.6545 -2.0505
H -1.8197 3.7801 1.3776
H -3.1895 -3.4048 -0.6648
O -1.4778 1.2605 2.9848
C 3.6808 -1.2048 -1.8130
C -8.3397 0.1077 -1.8766
H 0.2037 3.6552 1.9362
H 1.3240 0.1958 -2.3964
H -0.0865 3.1305 -1.0218
H 1.9480 2.3073 2.6717
H 2.8091 0.8321 -3.1662
H -2.2784 3.0493 4.8709
O -10.7809 -0.0872 -1.6395
C -4.1978 2.7856 -0.5066
C 2.1324 -0.0569 -3.1339
H 6.9906 2.8501 -0.6102
H 1.1321 -3.3310 -0.8088
H -8.1757 1.7826 -0.3487
C -6.1633 1.0530 -0.9318
N 1.5328 -0.4526 -0.0955
H -8.7659 0.3807 -2.8796
C -4.6148 -4.9724 -0.3100
Br 7.9040 0.0864 -0.5301
C 5.0455 0.7957 -0.8385
H -0.4870 1.6780 -0.0401
C 0.2639 -3.3197 -0.1111
C -0.0401 -6.5665 2.3347
H 0.1041 -4.3722 0.2370
C -9.5346 -0.4193 -1.0076
H 5.7017 0.9214 -4.9497
C 13.1617 -1.9399 -0.2838
C -1.7866 3.3871 0.3344
H -4.3948 -3.5378 -1.9477
C 12.0531 -2.7331 -0.9359
O 4.4118 -2.1280 -1.6594
C -7.6541 1.4169 -1.2681
*
```

## Properties
**LUMO level**: -4.21 eV
**HOMO**: -10.81 eV
**Orbital gap**: 6.60 eV
**Electronic energy**: -229781.814 eV

=====

Record 2
6 unconnected molecules or ions with the total composition C10H31ClO9, computed with ωB97M-V/def2-TZVPD.

```
! RIJCOSX wB97M-V def2-TZVPD def2/J DEFGRID3
* xyz 0 1
H -3.4930 3.4204 -0.5364
H 0.8466 1.1146 2.2536
C 2.8941 1.8327 1.6887
H 0.8952 1.9824 -3.0457
H -3.8431 -0.1585 1.0299
O 0.4456 0.5831 -1.6092
H 1.4017 -0.5257 3.8647
H -1.0091 -0.1681 0.1643
H 0.4639 0.4811 -4.9503
Cl -1.5910 -3.5077 2.6725
H -4.7334 1.1738 1.2305
H 0.0859 -1.0446 0.9673
H 3.0408 1.0714 -2.1689
H 2.5323 -0.4860 0.9468
H -2.1568 3.7923 0.7925
O -1.5116 -4.6554 3.5583
H 2.9606 2.6229 2.4366
C -3.9702 0.8085 0.5433
C 1.3231 -2.9774 -1.8772
H 1.7806 -3.1238 -2.8556
H 1.9142 -2.3116 -1.2484
O 1.6810 -0.1881 1.2757
C -3.0478 3.2681 0.4468
H 2.5653 -0.6143 -2.4473
H -0.3425 -2.5511 -2.7860
H 2.4601 2.2929 0.8011
C 2.2315 0.1022 3.5402
C 0.0913 0.2257 -3.9584
H 1.0762 0.9360 -0.9771
O -0.6690 -1.0409 0.3742
C 2.4775 0.4054 -2.8224
H -3.7954 3.6978 1.1135
C -2.7597 1.7308 0.7686
O -2.8519 -2.9395 2.7903
H 2.3648 0.8093 4.3590
C 1.8843 0.7834 2.2137
H -2.2039 1.5798 -0.9919
H -4.5284 0.7901 -0.3927
H 3.2016 -0.3828 3.4310
H -2.4798 1.7243 1.8220
H 2.9403 0.3258 -3.8061
O -1.8212 1.3208 -0.1505
H 0.1891 -0.8592 -3.9193
H -0.8805 0.7172 -4.0050
O -0.0252 -2.5459 -1.8799
H -0.4511 -1.4340 -0.4741
O -0.6816 -2.5558 3.1972
H 1.5249 -3.8938 -1.3226
C 0.9626 0.9046 -2.8980
H 3.8926 1.4308 1.5167
O -1.2812 -3.9646 1.3238
*
```

## Properties
**LUMO level**: -0.03 eV
**Energy relative to the best compared isomer or geometry (same formula, charge and spin)**: 145.19 kJ/mol
**HOMO**: -8.01 eV
**Orbital gap**: 7.98 eV
**Electronic energy**: -41811.820 eV

=====

Record 3
A molecular structure, C11H11MgO3P, computed with ωB97M-V/def2-TZVPD.

```
! RIJCOSX wB97M-V def2-TZVPD def2/J DEFGRID3
* xyz 2 1
H -4.0728 -1.8689 1.0862
H 2.1754 -1.7639 -0.0165
H -1.2997 2.2300 0.5321
H 0.7301 1.3292 2.0372
H 0.3680 -0.4298 2.4198
C -3.2473 1.4457 1.0446
H -1.6939 -2.0676 0.3643
H 0.6718 -2.3840 0.7209
C 0.9537 0.2615 1.7870
Mg 2.4254 0.0362 -1.7853
C 1.5237 1.1829 -3.5529
C -2.1429 -1.0897 0.5288
O 4.3066 2.2972 -0.0167
P 0.4192 -0.0028 0.0015
H -5.0450 0.3813 1.5203
C -1.3713 0.0666 0.3626
C 1.0762 -1.7811 -0.1048
O 5.3073 -1.2401 -3.6034
H 0.8011 -2.2300 -1.0862
C 4.4154 -0.7819 -3.0464
C -1.9395 1.3470 0.6252
C -3.4674 -0.9704 0.9530
C 3.5826 1.5993 -0.5836
C -4.0273 0.2912 1.2069
H 2.0711 0.0621 1.8897
O 1.1501 1.6444 -4.5347
H -3.6708 2.4352 1.2506
*
```

## Properties
**LUMO level**: -8.86 eV
**HOMO**: -15.04 eV
**Orbital gap**: 6.18 eV
**Electronic energy**: -32444.387 eV

=====

Record 4
H6O6Si5 in the gas phase, computed with ωB97M-V/def2-TZVPD.

```
! RIJCOSX wB97M-V def2-TZVPD def2/J DEFGRID3
* xyz 0 1
Si -1.7137 2.6916 0.1662
O 1.8759 2.5801 0.1751
H -0.6715 -1.4085 -0.7815
H -4.7917 1.6856 -0.9275
O -4.4391 0.9973 -0.4167
Si -3.2127 -1.4009 -0.0845
H 2.4585 -1.3372 -1.4923
H 0.9202 -2.1271 1.1505
Si 1.0938 -0.3172 -0.0900
Si -2.7900 0.7627 -0.0407
H -1.1315 -1.8564 0.9998
H 2.1358 2.9907 0.9432
O 0.5238 -1.3124 1.1673
O 2.4624 -1.0941 -0.5853
Si 0.3719 1.7990 0.1215
O -0.0574 -0.7626 -1.2116
O -1.8844 -2.1594 0.5361
*
```

## Properties
**LUMO level (spin up / spin down)**: -1.83 / -1.83 eV
**Energy relative to the best compared isomer or geometry (same formula, charge and spin)**: 0.00 kJ/mol
**HOMO (spin up / spin down)**: -7.49 / -7.49 eV
**Orbital gap (spin up / spin down)**: 5.67 / 5.67 eV
**Electronic energy**: -51772.489 eV

=====

Record 5
2 unconnected molecules or ions with the total composition C9H14, computed with ωB97M-V/def2-TZVPD.

```
! RIJCOSX wB97M-V def2-TZVPD def2/J DEFGRID3
* xyz 0 1
H 2.8287 -2.7531 -0.3034
C -0.3853 3.0132 -1.8206
H -1.8065 -1.0268 1.4511
C 1.1210 -2.7352 1.0465
H 3.2227 -2.5181 1.4746
H 1.1050 -3.7446 1.4569
H 0.7483 -2.0567 1.8077
C -2.3639 0.2711 -0.1427
H 0.6044 3.3957 -1.6045
H 0.3423 0.1782 1.7996
H -2.8611 1.9021 -1.4381
C 0.1681 1.2489 -0.0807
H 0.4085 -2.7697 0.2223
C -1.5274 -0.1579 0.8724
H -3.3731 -0.1294 -0.1205
C -0.2186 0.3550 0.8901
H 1.2197 1.4789 -0.2120
C -2.0645 1.3731 -0.9305
H -1.1961 3.7359 -1.7960
H 2.5610 -1.2297 0.5682
C 2.5406 -2.3187 0.6488
H -0.3203 2.6609 -2.8281
C -0.7535 1.8268 -0.9610
*
```

## Properties
**LUMO level**: 1.05 eV
**Energy relative to the best compared isomer or geometry (same formula, charge and spin)**: 65.31 kJ/mol
**HOMO**: -8.94 eV
**Orbital gap**: 9.98 eV
**Electronic energy**: -9559.505 eV

=====

Record 6
A molecular structure, C25H30FeN4O2S3Si, computed with ωB97M-V/def2-TZVPD.

```
! RIJCOSX wB97M-V def2-TZVPD def2/J DEFGRID3
* xyz 1 6
H -2.6571 -3.4879 -1.1425
C 0.0992 -0.2453 4.9675
H -0.2640 1.1775 -3.0208
H 5.2761 -0.1654 -3.5738
H 0.7094 1.9483 1.4533
N 3.4295 -1.0907 -1.2384
H -6.2469 -1.2247 -1.5375
C -2.2604 3.1740 3.8810
N 0.0310 2.3544 2.0873
H 1.5879 3.5571 2.6645
C 2.9630 0.1031 -1.5788
H 3.8147 -0.8897 -4.2846
C -1.1709 1.7967 2.0516
C 1.7205 -0.8295 3.2804
H -2.0577 0.3041 5.8797
H -3.0169 1.6266 2.6763
H -5.0786 -3.2884 -0.8509
C 4.2781 -0.5475 -3.3574
C -0.8538 -1.0264 4.3188
C 0.5635 3.3726 2.9795
H 5.2992 -1.8095 -1.8743
S -1.6081 0.6599 0.8171
C 0.9001 1.1738 -4.8009
C 4.2969 -1.6457 -2.2726
Si -0.5788 -1.6917 -2.1544
H 0.9552 -2.6645 -4.4820
H 0.0153 4.3094 2.8952
H -2.1722 4.1700 3.4464
C -0.5325 -1.6966 3.1551
C -3.1529 -2.5743 -1.4432
C 1.4035 -0.2045 4.4697
H -3.2454 3.0884 4.3329
C -2.4181 -1.5329 -2.0027
H -0.1738 -3.1233 -2.1022
C 0.2495 0.5590 -3.7445
H 3.0742 1.2776 -3.2411
N -2.1710 2.1388 2.8611
C -4.5209 -2.4655 -1.2752
H 2.7235 -0.7393 2.8601
H 2.1488 0.3408 5.0261
C 0.9452 -1.5843 -4.5527
C 1.5995 -0.9756 -5.6118
S 1.9151 1.1120 -0.6461
O 0.6718 1.1394 6.8057
S 1.1269 -2.3740 1.0673
H 0.8667 2.2496 -4.9036
H 3.0686 -1.5998 -0.4308
C 0.2574 -0.8314 -3.5993
C -3.0914 -0.3656 -2.3749
C 0.7424 -1.5755 2.6106
C -4.4582 -0.2542 -2.2113
O -1.4870 0.7621 6.5045
H 2.0798 0.8796 -6.5704
Fe 0.3116 -0.5241 0.0160
H 2.1052 -1.5797 -6.3534
H -1.2734 -2.3021 2.6523
H 3.9012 -2.5965 -2.6339
H 0.5722 3.0373 4.0130
C -0.1887 0.6022 6.1667
H -1.5191 3.0348 4.6674
H -2.5499 0.4660 -2.8065
C 1.5832 0.4038 -5.7368
H -4.9650 0.6514 -2.5133
H -1.8523 -1.1449 4.7226
N 3.4555 0.4879 -2.7466
C -5.1765 -1.3070 -1.6602
*
```

## Properties
**LUMO level (spin up / spin down)**: -2.07 / -4.09 eV
**HOMO (spin up / spin down)**: -9.73 / -11.19 eV
**Expectation value of S²**: 8.77
**Orbital gap (spin up / spin down)**: 7.66 / 7.11 eV
**Electronic energy**: -111234.462 eV